1.
Density functional theory data (the ωB97M-V functional and the def2-TZVPD basis) for a molecular structure, C32H25NO6P2Zn.

Total charge: 0
HOMO level (eV): -8.69

Each line ends with the Löwdin charge.
Element x y z (Å)
Zn (-0.534, 1.138, -2.162)  0.675
O (3.146, 2.921, -2.291)  0.048
C (1.982, 2.556, -2.256)  -0.586
O (1.545, 1.344, -2.168)  -0.105
C (0.866, 3.610, -2.248)  -0.153
C (0.999, 4.949, -1.927)  0.013
C (-0.164, 5.691, -1.738)  -0.034
C (-1.415, 5.093, -1.862)  0.016
C (-1.460, 3.754, -2.212)  -0.146
N (-0.336, 3.084, -2.412)  0.075
C (-2.716, 2.861, -2.285)  -0.579
O (-3.814, 3.389, -2.239)  0.052
O (-2.450, 1.603, -2.378)  -0.092
H (1.983, 5.379, -1.802)  0.119
H (-0.099, 6.736, -1.465)  0.108
H (-2.336, 5.627, -1.676)  0.120
O (-0.515, 1.135, -0.114)  -0.331
P (0.564, 0.409, 0.640)  0.787
C (1.147, -1.092, -0.240)  -0.279
P (-0.212, -1.728, -1.291)  0.783
O (-0.512, -0.820, -2.449)  -0.316
C (-1.658, -1.951, -0.244)  -0.286
C (-1.626, -2.817, 0.847)  -0.081
C (-2.759, -2.982, 1.623)  -0.078
C (-3.920, -2.284, 1.311)  -0.072
C (-3.949, -1.419, 0.226)  -0.054
C (-2.820, -1.254, -0.564)  -0.052
C (0.277, -3.360, -1.887)  -0.264
C (-0.547, -3.945, -2.846)  -0.061
C (-0.243, -5.197, -3.350)  -0.066
C (0.884, -5.873, -2.899)  -0.072
C (1.704, -5.294, -1.942)  -0.075
C (1.403, -4.039, -1.434)  -0.076
C (2.006, 1.378, 1.115)  -0.279
C (3.309, 0.901, 1.071)  -0.070
C (4.357, 1.738, 1.417)  -0.064
C (4.107, 3.042, 1.816)  -0.066
C (2.805, 3.512, 1.880)  -0.064
C (1.753, 2.683, 1.529)  -0.063
C (-0.167, -0.103, 2.216)  -0.275
C (0.595, -0.710, 3.210)  -0.078
C (0.040, -0.950, 4.456)  -0.077
C (-1.273, -0.579, 4.714)  -0.075
C (-2.041, 0.006, 3.718)  -0.067
C (-1.488, 0.249, 2.470)  -0.070
H (1.509, -1.844, 0.462)  0.068
H (1.939, -0.772, -0.923)  0.077
H (-0.718, -3.360, 1.087)  0.113
H (-2.741, -3.657, 2.469)  0.108
H (-4.807, -2.420, 1.916)  0.107
H (-4.847, -0.866, -0.013)  0.115
H (-2.832, -0.577, -1.411)  0.095
H (-1.414, -3.402, -3.205)  0.118
H (-0.879, -5.651, -4.099)  0.109
H (1.128, -6.849, -3.297)  0.107
H (2.585, -5.816, -1.594)  0.107
H (2.063, -3.596, -0.699)  0.096
H (3.522, -0.109, 0.745)  0.105
H (5.375, 1.378, 1.350)  0.109
H (4.933, 3.700, 2.053)  0.108
H (2.608, 4.531, 2.191)  0.108
H (0.730, 3.043, 1.554)  0.118
H (1.628, -0.977, 3.011)  0.107
H (0.636, -1.413, 5.233)  0.105
H (-1.695, -0.736, 5.699)  0.105
H (-3.069, 0.283, 3.910)  0.110
H (-2.069, 0.717, 1.686)  0.111



2.
Density functional theory data (the ωB97M-V functional and the def2-TZVPD basis) for a molecular structure, C32H25P2S2Ta.

Total charge: 0
HOMO level (eV): -5.54

Each line ends with the Löwdin charge.
Element x y z (Å)
Ta (-0.643, -2.857, 0.541)  0.783
S (0.848, -3.401, -1.191)  0.230
P (1.101, -1.195, -1.054)  0.571
C (0.139, -1.000, 0.260)  -0.780
P (0.139, -0.465, 1.934)  0.585
S (0.033, -2.414, 2.879)  0.186
C (-1.376, 0.302, 2.654)  -0.383
C (-1.286, 0.329, 4.052)  -0.130
C (-2.317, 0.989, 4.812)  -0.078
C (-3.485, 1.387, 4.201)  -0.079
C (-3.585, 1.256, 2.770)  -0.063
C (-2.537, 0.728, 1.997)  -0.069
C (1.370, 0.745, 2.358)  -0.314
C (1.132, 2.089, 2.780)  -0.055
C (2.188, 2.900, 3.214)  -0.083
C (3.505, 2.505, 3.097)  -0.101
C (3.763, 1.271, 2.603)  -0.092
C (2.751, 0.362, 2.234)  -0.047
C (0.508, -0.240, -2.415)  -0.334
C (0.004, 1.063, -2.087)  -0.092
C (-0.265, 1.971, -3.085)  -0.073
C (0.062, 1.689, -4.437)  -0.051
C (0.619, 0.431, -4.730)  -0.086
C (1.008, -0.467, -3.742)  -0.075
C (2.861, -1.023, -1.128)  -0.351
C (3.426, 0.044, -1.845)  -0.066
C (4.782, 0.114, -1.928)  -0.080
C (5.621, -0.768, -1.278)  -0.043
C (4.997, -1.760, -0.515)  -0.067
C (3.637, -1.847, -0.341)  -0.125
H (-0.377, -0.035, 4.620)  0.115
H (-2.284, 1.000, 5.895)  0.098
H (-4.346, 1.779, 4.701)  0.092
H (-4.468, 1.692, 2.279)  0.105
H (-2.729, 0.734, 0.906)  0.116
H (0.121, 2.475, 2.837)  0.104
H (1.952, 3.867, 3.670)  0.111
H (4.389, 3.212, 3.295)  0.141
H (4.769, 0.972, 2.545)  0.090
H (2.911, -0.670, 1.901)  0.089
H (-0.407, 1.291, -1.118)  0.095
H (-0.686, 2.890, -2.743)  0.097
H (-0.149, 2.356, -5.287)  0.109
H (0.796, 0.133, -5.786)  0.116
H (1.569, -1.365, -3.975)  0.113
H (2.853, 0.820, -2.306)  0.104
H (5.182, 0.875, -2.571)  0.107
H (6.648, -0.912, -1.376)  0.090
H (5.626, -2.514, -0.130)  0.096
H (3.146, -2.585, 0.292)  0.095
C (-2.488, -2.544, -0.064)  -0.279
C (-3.532, -2.068, -0.817)  -0.401
C (-4.920, -2.330, -0.577)  -0.071
C (-5.786, -1.974, -1.571)  -0.121
C (-5.395, -1.106, -2.618)  -0.131
C (-4.083, -0.737, -2.799)  -0.126
C (-3.200, -1.136, -1.848)  -0.087
H (-5.187, -2.918, 0.333)  0.115
H (-6.865, -2.263, -1.502)  0.107
H (-6.133, -0.835, -3.367)  0.086
H (-3.724, -0.111, -3.658)  0.115
H (-2.203, -0.729, -1.771)  0.072



Strongest force on any atom: 0.71 6.40 (eV/A)
E_tot: -114366.565 -75384.586 (eV)
Gap between HOMO and LUMO: 8.85 5.29 (eV)